{"formula": "C35H35F6HfN7OP2S3Sb", "method": "wB97M-V/def2-TZVPD", "charge": 1, "relative_energy_ev": 0.298, "homo_energy_ev": -10.09, "lumo_energy_ev": -3.05, "homo_lumo_gap_ev": 7.044, "e_tot_ev": -124583.682, "species": ["Hf", "N", "C", "N", "C", "N", "N", "C", "N", "C", "C", "C", "C", "C", "N", "H", "H", "H", "H", "H", "H", "H", "H", "C", "N", "C", "C", "C", "C", "C", "C", "C", "C", "H", "H", "H", "H", "H", "H", "H", "H", "H", "H", "H", "H", "S", "Sb", "S", "S", "F", "P", "F", "F", "F", "F", "F", "O", "P", "C", "C", "C", "C", "C", "C", "C", "C", "C", "C", "C", "C", "C", "C", "C", "C", "C", "C", "H", "H", "H", "H", "H", "H", "H", "H", "H", "H", "H", "H", "H", "H", "H"], "coordinates": [[-0.35643, -1.38849, 0.28401], [0.36632, -0.81673, -3.18724], [0.12585, -2.10974, -3.00161], [0.05617, -2.85855, -4.08859], [-0.23608, -4.14128, -3.90119], [-0.36598, -4.92124, -4.97031], [-0.40866, -4.70500, -2.69005], [-0.30773, -3.90213, -1.66319], [-0.04817, -2.57576, -1.71891], [-0.48760, -4.52431, -0.33698], [-0.49129, -5.90345, -0.23392], [-0.62189, -6.49103, 1.01440], [-0.73866, -5.66484, 2.11268], [-0.73991, -4.29201, 1.92241], [-0.61679, -3.71108, 0.72843], [0.39308, -0.47219, -4.13102], [0.37448, -0.18803, -2.40751], [-0.28789, -4.51162, -5.88423], [-0.61521, -5.88714, -4.85806], [-0.38218, -6.48512, -1.13525], [-0.63061, -7.56667, 1.12338], [-0.81467, -6.04867, 3.11919], [-0.84202, -3.64001, 2.77487], [0.02410, 2.39493, 3.49942], [-1.27674, 1.99449, 3.00752], [-1.91854, 3.05901, 2.25797], [-2.13427, 1.47916, 4.05766], [-3.00098, 0.30132, 3.65485], [-4.36864, 0.37181, 3.89365], [-5.20012, -0.71824, 3.69638], [-4.67202, -1.92105, 3.26799], [-3.32045, -2.01489, 2.98435], [-2.49371, -0.90850, 3.14134], [-0.00515, 3.31321, 4.10779], [0.67777, 2.55906, 2.64807], [0.45136, 1.59593, 4.10599], [-2.10183, 3.95467, 2.87421], [-2.87142, 2.70701, 1.86173], [-1.28141, 3.34297, 1.41679], [-2.78692, 2.26961, 4.45186], [-1.50728, 1.13812, 4.88597], [-4.79231, 1.29858, 4.26212], [-6.25925, -0.63919, 3.90251], [-5.31440, -2.78387, 3.15284], [-2.90491, -2.94907, 2.63345], [1.87304, -3.94621, 3.82312], [1.93417, -1.79588, 3.17953], [1.98067, -1.99803, 0.75673], [-0.76924, -1.12040, 2.68149], [-1.94156, 0.23280, 0.25686], [-3.16188, -0.51347, -0.65463], [-3.51227, 0.85683, -1.32576], [-4.16059, -0.35793, 0.52998], [-2.54668, -1.95775, 0.07388], [-1.90290, -0.74293, -1.71804], [-4.10529, -1.38329, -1.54265], [0.67968, 0.47631, -0.44033], [1.62496, 1.57807, -0.93367], [2.57568, 2.42038, 0.34773], [3.81183, 1.90051, 0.72649], [4.59605, 2.58794, 1.63827], [4.15841, 3.79633, 2.16194], [2.92303, 4.31195, 1.79288], [2.13115, 3.62797, 0.88711], [2.86392, 0.96915, -2.11197], [3.48777, 1.89277, -2.95089], [4.43640, 1.47472, -3.86819], [4.77766, 0.13223, -3.95055], [4.18028, -0.78625, -3.10060], [3.22758, -0.37175, -2.18318], [0.62366, 2.82186, -1.77754], [1.09869, 4.10310, -2.06316], [0.28247, 5.01661, -2.70789], [-1.00931, 4.66155, -3.07525], [-1.48559, 3.38926, -2.79834], [-0.67298, 2.47328, -2.14869], [4.15939, 0.96679, 0.30019], [5.56485, 2.19614, 1.91768], [4.78729, 4.34739, 2.84839], [2.58678, 5.25988, 2.19122], [1.16813, 4.02915, 0.60024], [3.23391, 2.94147, -2.88841], [4.90896, 2.20021, -4.51653], [5.51716, -0.19209, -4.67053], [4.45827, -1.83089, -3.14812], [2.79062, -1.09250, -1.50897], [2.09674, 4.39875, -1.76682], [0.65940, 6.00661, -2.92681], [-1.64574, 5.38262, -3.57051], [-2.49001, 3.10740, -3.08432], [-1.06160, 1.48936, -1.91715]], "lowdin_charge": [1.2465, 0.2049, -0.4165, 0.1925, -0.4207, 0.1982, 0.1883, -0.2677, 0.0415, -0.2017, 0.0212, -0.0101, -0.0343, -0.2119, -0.0384, 0.1375, 0.0326, 0.1196, 0.1194, 0.1152, 0.1223, 0.1212, 0.0276, -0.0971, -0.2871, -0.0848, -0.1748, -0.2072, -0.0337, -0.0681, -0.0731, -0.1259, -0.4941, 0.0963, 0.0542, 0.0737, 0.0909, 0.0884, 0.0730, 0.1222, 0.1278, 0.1163, 0.1106, 0.1119, 0.0849, -0.1569, 0.4630, -0.0457, 0.4791, -0.2570, 0.2382, -0.0628, -0.0425, -0.2415, -0.1959, -0.0534, -0.5115, 0.8899, -0.2654, -0.0598, -0.0551, -0.0517, -0.0606, -0.1059, -0.2839, -0.0614, -0.0586, -0.0585, -0.0564, -0.1075, -0.2683, -0.0980, -0.0553, -0.0536, -0.0503, -0.0681, 0.1109, 0.1133, 0.1138, 0.1155, 0.1045, 0.0944, 0.1126, 0.1124, 0.1136, 0.0168, 0.1070, 0.1138, 0.1136, 0.1134, 0.0685]}

***

{"formula": "C35H35N6O5RhS", "method": "wB97M-V/def2-TZVPD", "relative_energy_ev": 1.723, "homo_energy_ev": [-5.31, -8.51], "s_squared": 6.050, "lumo_energy_ev": [-0.39, -2.77], "spin_multiplicity": 5, "homo_lumo_gap_ev": [4.925, 5.743], "e_tot_ev": -69879.931, "species": ["Rh", "N", "C", "S", "N", "N", "C", "C", "C", "C", "C", "C", "C", "O", "H", "H", "H", "H", "H", "H", "H", "C", "C", "C", "C", "C", "C", "C", "C", "N", "C", "C", "C", "C", "N", "C", "C", "C", "C", "C", "C", "C", "C", "H", "H", "H", "H", "H", "H", "H", "H", "H", "H", "H", "H", "H", "H", "H", "H", "H", "H", "H", "H", "H", "H", "H", "H", "O", "C", "O", "C", "C", "C", "C", "C", "C", "N", "O", "O", "H", "H", "H", "H"], "coordinates": [[-0.22066, -0.28250, 0.20161], [1.58073, 1.30833, 3.81658], [1.27422, 0.90512, 2.55629], [-0.02394, -0.29284, 2.43603], [1.89078, 1.41691, 1.56182], [1.42204, 0.94679, 0.32677], [2.14049, 1.34534, -0.64997], [1.98831, 1.02584, -2.04558], [2.85278, 1.66500, -2.95154], [2.77932, 1.42901, -4.30099], [1.82211, 0.52162, -4.77136], [0.96979, -0.12158, -3.90285], [1.03286, 0.11169, -2.51963], [0.18138, -0.53213, -1.73496], [1.20995, 0.80268, 4.59873], [2.39010, 1.88984, 3.94999], [2.96099, 1.99894, -0.36922], [3.59109, 2.35951, -2.55948], [3.44998, 1.93110, -4.98603], [1.74571, 0.32464, -5.83531], [0.21693, -0.81264, -4.26440], [-0.77032, 2.49234, -2.84952], [-0.68779, 3.14715, -1.48880], [-0.03274, 4.37305, -1.38267], [0.05751, 5.03793, -0.17040], [-0.52915, 4.48278, 0.95503], [-1.18842, 3.25866, 0.89874], [-1.86228, 2.72106, 2.14123], [-1.24572, 2.58968, -0.32903], [-1.79240, 1.26426, -0.34942], [-2.86013, 0.95631, -0.96650], [-3.79837, 1.91105, -1.62170], [-3.10001, -1.32134, -0.04620], [-3.95763, -2.50132, -0.49653], [-1.68532, -1.62418, 0.03787], [-1.16897, -2.96648, -0.09830], [-0.82683, -3.69546, 1.04334], [-1.27629, -3.28788, 2.42625], [-0.12568, -4.88569, 0.87709], [0.18964, -5.36553, -0.38217], [-0.25737, -4.68008, -1.50159], [-0.96478, -3.49113, -1.38638], [-1.54180, -2.86532, -2.63832], [0.20032, 2.53251, -3.34886], [-1.48578, 3.02630, -3.48365], [-1.07646, 1.44676, -2.80455], [0.41341, 4.80084, -2.27732], [0.57784, 5.98907, -0.10649], [-0.48707, 5.00624, 1.90674], [-2.70850, 3.36082, 2.40718], [-1.16737, 2.73679, 2.98700], [-2.23702, 1.70728, 2.02626], [-3.40729, 2.92300, -1.61148], [-4.74324, 1.87308, -1.07266], [-3.99506, 1.59095, -2.64744], [-4.97102, -2.39808, -0.13232], [-3.54419, -3.42650, -0.09886], [-3.97515, -2.56349, -1.58451], [-1.69327, -2.27964, 2.46549], [-0.45263, -3.35644, 3.14010], [-2.05878, -3.97502, 2.76102], [0.16567, -5.43983, 1.76410], [0.75574, -6.28355, -0.49409], [-0.06454, -5.07439, -2.49538], [-0.83292, -2.94602, -3.46142], [-1.79840, -1.81805, -2.51054], [-2.44418, -3.41051, -2.93033], [-2.82322, -0.56115, 2.28003], [-3.63960, -0.69847, 1.33857], [-3.30216, -0.30040, -1.07901], [-5.01926, -0.32530, 1.43677], [-5.96976, -0.20356, 0.36793], [-7.25963, 0.19532, 0.60336], [-7.68253, 0.48564, 1.90809], [-6.77760, 0.39536, 2.97950], [-5.48494, 0.01496, 2.74873], [-9.04090, 0.88984, 2.14636], [-9.39595, 1.11011, 3.30222], [-9.80087, 1.00235, 1.18684], [-5.67870, -0.39946, -0.65337], [-7.96982, 0.30216, -0.20494], [-7.12567, 0.63083, 3.97589], [-4.77822, -0.04712, 3.56477]], "lowdin_charge": [1.0666, 0.0861, -0.7859, 0.8093, 0.0184, -0.1314, -0.0576, -0.1582, -0.0423, -0.0870, -0.0668, -0.0174, -0.3510, -0.2019, 0.0828, 0.1038, 0.1350, 0.1174, 0.1035, 0.1093, 0.1133, -0.0244, -0.2059, -0.0475, -0.0734, -0.0452, -0.2013, -0.0310, -0.1976, 0.1053, -0.3747, 0.0564, -0.3601, 0.0366, 0.0486, -0.2073, -0.2086, -0.0618, -0.0434, -0.0674, -0.0431, -0.1994, -0.0391, 0.0736, 0.0963, 0.0684, 0.1170, 0.1048, 0.1173, 0.0936, 0.0774, 0.0345, 0.0902, 0.0965, 0.1078, 0.0817, 0.1025, 0.0880, 0.0020, 0.0784, 0.0972, 0.1176, 0.1062, 0.1168, 0.0785, 0.0580, 0.0871, -0.1387, -0.3129, 0.0149, -0.1547, -0.0605, -0.0121, -0.1714, -0.0087, -0.0157, -0.3771, 0.0275, 0.0238, 0.0980, 0.1128, 0.1124, 0.1089]}

***

{"formula": "C35H35N6O6Si2Ta", "method": "wB97M-V/def2-TZVPD", "relative_energy_ev": 0.282, "homo_energy_ev": -8.02, "lumo_energy_ev": -2.52, "homo_lumo_gap_ev": 5.503, "e_tot_ev": -75403.029, "species": ["Ta", "O", "C", "O", "C", "C", "C", "N", "C", "C", "C", "C", "C", "C", "C", "N", "C", "C", "C", "C", "C", "N", "H", "H", "H", "H", "H", "H", "H", "H", "H", "H", "O", "C", "O", "C", "C", "C", "N", "C", "C", "C", "O", "O", "H", "H", "H", "C", "Si", "C", "C", "N", "C", "C", "C", "C", "C", "C", "N", "Si", "C", "C", "C", "H", "H", "H", "H", "H", "H", "H", "H", "H", "H", "H", "H", "H", "H", "H", "H", "H", "H", "H", "H", "H", "H"], "coordinates": [[0.37122, 0.08718, 0.29122], [-6.51900, 0.82526, -1.42592], [-6.13369, 0.81243, -0.24953], [-6.70486, 0.90379, 0.84367], [-4.58814, 0.65036, -0.11953], [-3.79943, 0.51256, -1.25490], [-2.45119, 0.27212, -1.10838], [-1.87897, 0.15761, 0.10133], [-2.63844, 0.28732, 1.20250], [-3.98781, 0.55615, 1.12820], [-1.91362, -0.02508, 2.44908], [-2.48304, -0.01618, 3.71099], [-1.71375, -0.42003, 4.78804], [-0.40419, -0.82991, 4.57965], [0.10270, -0.79445, 3.29844], [-0.63855, -0.39834, 2.25824], [-1.51328, 0.07997, -2.22672], [-1.92296, -0.02353, -3.54554], [-0.97215, -0.19166, -4.53619], [0.36539, -0.26807, -4.18134], [0.70574, -0.17068, -2.84821], [-0.20981, 0.01656, -1.88378], [-4.30670, 0.58683, -2.20828], [-4.63327, 0.65307, 1.99183], [-3.50764, 0.29895, 3.84185], [-2.13474, -0.41767, 5.78424], [0.22325, -1.15661, 5.39552], [1.12554, -1.07482, 3.08209], [-2.97423, 0.02764, -3.78654], [-1.27453, -0.26828, -5.57182], [1.14198, -0.40886, -4.91876], [1.73124, -0.24822, -2.51953], [-1.01058, 7.15934, 0.91073], [-1.18423, 6.60673, -0.18327], [-1.57928, 7.00488, -1.28761], [-0.86193, 5.08279, -0.15987], [-1.03096, 4.29533, -1.28927], [-0.69725, 2.95705, -1.25490], [-0.18252, 2.35936, -0.17021], [-0.00898, 3.14038, 0.92196], [-0.34682, 4.46954, 0.97950], [0.68569, 2.45125, 2.04510], [0.80810, 2.85367, 3.16354], [1.19804, 1.27676, 1.62738], [-1.41456, 4.76513, -2.18579], [-0.81806, 2.35675, -2.14435], [-0.18829, 5.05682, 1.87469], [2.78679, 2.77202, -0.80994], [3.52047, 1.09045, -0.48445], [4.42058, 0.74045, -2.09721], [4.61648, 1.19399, 1.01619], [2.29517, -0.21067, -0.20617], [2.75004, -1.54107, -0.22414], [4.08265, -1.94659, -0.30716], [4.41649, -3.28825, -0.27673], [3.41800, -4.24037, -0.15229], [2.09681, -3.84949, -0.01994], [1.74091, -2.49781, -0.02789], [0.44805, -1.95735, 0.20183], [-0.82994, -3.22611, 0.33239], [-0.87873, -4.14519, -1.30010], [-0.52175, -4.25014, 1.87293], [-2.61081, -2.71060, 0.56070], [3.62330, 3.36987, -1.18550], [2.39852, 3.28745, 0.06561], [2.02571, 2.78265, -1.59101], [5.26146, 1.43686, -2.16372], [3.76062, 0.98379, -2.93555], [4.80467, -0.26360, -2.25450], [5.30771, 2.03300, 0.90596], [5.20224, 0.29490, 1.20379], [3.99909, 1.38625, 1.89642], [4.87391, -1.21825, -0.38394], [5.45462, -3.58447, -0.34335], [3.66339, -5.29381, -0.13439], [1.35843, -4.62142, 0.11176], [0.05643, -4.57595, -1.64737], [-1.22340, -3.44481, -2.06816], [-1.62389, -4.94239, -1.24277], [0.46749, -4.68543, 1.98735], [-1.25695, -5.05852, 1.90803], [-0.70796, -3.61922, 2.74743], [-3.05253, -2.10619, -0.22911], [-2.84228, -2.27176, 1.52942], [-3.13328, -3.67341, 0.53606]], "lowdin_charge": [1.8961, -0.0088, -0.6788, -0.0054, -0.0362, 0.0844, -0.2148, 0.0005, -0.2050, 0.0889, -0.1972, 0.0380, -0.0046, -0.0125, -0.0949, -0.0236, -0.2153, 0.0299, -0.0088, -0.0142, -0.0813, -0.0216, 0.1270, 0.1292, 0.1279, 0.1244, 0.1209, 0.1315, 0.1273, 0.1249, 0.1202, 0.0916, -0.0129, -0.6884, -0.0188, -0.0507, 0.0409, -0.1049, -0.0083, -0.2033, 0.0909, -0.5222, 0.1575, -0.2531, 0.1264, 0.1032, 0.1410, -0.1523, 0.4523, -0.1619, -0.1448, -0.2276, -0.3050, -0.0590, -0.0817, -0.0814, -0.0725, -0.2991, -0.2054, 0.4550, -0.1529, -0.1523, -0.1517, 0.0536, 0.0341, 0.0300, 0.0455, 0.0296, 0.0241, 0.0443, 0.0288, 0.0367, 0.0738, 0.1067, 0.1068, 0.0690, 0.0262, 0.0320, 0.0430, 0.0264, 0.0447, 0.0255, 0.0336, 0.0335, 0.0554]}